(1)
Density functional theory data (ωB97M-V/def2-TZVPD) for a structure of composition C27H58IrNP3.

```
90
C27H58IrNP3 | the OMol25 dataset | ωB97M-V/def2-TZVPD
Ir -0.56 -0.07 1.66
P 2.11 2.68 2.67
P -2.45 -1.83 -0.59
P 4.14 2.48 -0.45
N -1.52 -0.71 0.31
C 5.38 1.22 -0.66
C -1.54 -3.44 -0.36
C -4.01 -2.43 1.61
C 1.37 0.66 1.31
C 2.07 1.62 4.14
C -2.45 -4.65 -0.70
C 1.29 2.22 1.13
C 2.49 0.59 -2.25
C 1.70 2.60 -0.26
C 1.61 1.58 -2.54
C 1.51 4.32 3.11
C -0.32 -3.47 -1.29
C -5.17 -2.56 -0.63
C 0.76 2.15 -1.40
C -2.54 -1.26 -2.37
C 2.22 -0.38 -1.06
C -1.14 -0.81 -2.80
C -4.57 -0.34 0.41
C -4.12 -1.80 0.21
C 4.33 3.51 1.00
C 3.90 2.78 2.28
C -3.49 -0.07 -2.54
C 4.12 3.52 -1.91
C -1.03 -3.58 1.09
C -1.44 0.39 3.35
C 2.43 -0.10 0.46
C -3.01 -2.40 -3.29
H 0.02 1.41 -1.02
H -1.82 -5.55 -0.67
H 1.17 -0.76 -1.15
H 0.16 3.00 -1.75
H -2.49 0.62 3.11
H -0.59 -3.58 -2.35
H 1.96 3.67 -0.32
H -5.42 -0.35 1.10
H -4.55 -0.33 -2.41
H 0.51 4.22 3.55
H -1.83 -3.75 1.81
H 3.81 4.48 0.82
H 2.91 -1.24 -1.24
H 5.62 0.73 0.30
H -3.24 -1.93 2.21
H -4.89 -3.60 -0.84
H 5.07 0.48 -1.41
H -1.40 -0.53 3.96
H -5.41 -2.04 -1.58
H -0.36 -4.45 1.12
H 3.23 0.26 -3.00
H 1.59 0.30 2.35
H -3.76 0.25 0.85
H -3.22 0.76 -1.86
H 3.77 2.93 -2.77
H -1.22 -0.21 -3.72
H -3.98 -2.83 -2.99
H 0.24 2.55 1.26
H 2.46 -1.10 0.93
H -3.38 0.31 -3.56
H 5.41 3.71 1.02
H -6.10 -2.58 -0.04
H 4.31 3.33 3.14
H -0.68 -0.18 -2.03
H 3.50 4.42 -1.78
H -3.26 -4.80 0.01
H 3.44 0.32 0.69
H 1.04 1.38 4.46
H -4.91 0.13 -0.52
H -2.28 -3.21 -3.38
H 6.26 1.78 -1.02
H 4.30 1.75 2.34
H 0.29 -4.35 -1.03
H -3.14 -1.98 -4.30
H -4.98 -2.29 2.11
H 2.63 0.69 3.98
H 2.60 1.93 -0.45
H 5.18 3.80 -2.04
H 1.48 4.99 2.24
H 2.58 2.18 4.95
H -2.86 -4.59 -1.72
H -0.96 1.23 3.88
H 1.32 1.90 -3.54
H -3.82 -3.51 1.58
H -0.47 -1.65 -3.02
H 2.19 4.74 3.86
H -0.45 -2.70 1.41
H 0.32 -2.58 -1.15
```

Values from the calculation:
* HOMO energy (spin up / spin down): -10.4 / -13.3 eV
* 2S+1: 6
* LUMO (spin up / spin down): -4.651 / -6.634 eV
* energy relative to the best compared isomer or geometry (same formula, charge and spin): 0.0 kJ/mol
* net charge: +2
* total energy: -61112.7404 eV
* frontier orbital gap (spin up / spin down): 5.714 / 6.635 eV

Atom charges from the Mulliken analysis, given in e for atoms 1 to 8:
1 Ir 0.93
2 P 0.59
3 P 0.13
4 P 0.62
5 N -0.17
6 C -1.18
7 C 1.86
8 C -1.71


(2)
Density functional theory data (ωB97M-V/def2-TZVPD) for a cluster of 3 separate species, C27H58N10O6P2 in total.

```
103
C27H58N10O6P2 | the OMol25 dataset | ωB97M-V/def2-TZVPD
P -5.51 -5.94 -0.56
P 7.16 4.93 2.52
O -6.30 -4.69 -1.04
O 1.24 2.68 -1.53
O 7.63 4.02 1.36
O 2.32 2.24 0.69
O -0.88 -1.17 -0.53
O -3.11 -2.16 -3.88
N -4.18 -4.99 -0.03
N -5.29 -6.60 -2.11
N 5.60 5.21 1.89
N 6.62 5.98 3.85
N -2.39 -0.33 -2.26
N -3.10 2.86 1.75
N 7.21 3.65 3.65
N -4.60 -7.37 -0.01
N -2.79 4.86 -2.92
N -2.78 0.89 -5.80
C -3.43 1.87 -0.57
C -0.08 -1.84 -2.85
C 6.32 5.56 5.22
C 2.82 0.56 -1.23
C 7.44 7.20 3.89
C -3.24 -7.38 0.52
C -3.40 -1.18 -2.99
C 3.96 -0.02 -0.20
C -4.04 -6.65 -2.86
C -0.13 2.13 -1.35
C -1.14 -1.08 -1.86
C 2.09 1.92 -0.60
C -3.36 3.27 0.29
C -6.40 -6.44 -3.05
C -3.27 2.05 -2.20
C -3.49 -4.07 -0.93
C 6.47 2.42 3.44
C 5.50 5.34 0.44
C -5.45 -8.20 0.84
C 4.36 4.67 2.41
C -4.48 -4.27 1.22
C -2.15 1.01 -2.88
C -5.03 -0.99 -2.68
C -2.57 0.96 -4.50
C 8.59 3.31 4.03
C -3.07 3.62 -2.69
C -0.63 1.60 -2.83
H -4.92 -4.96 1.95
H 7.22 5.28 5.77
H 6.98 7.97 4.52
H -5.60 -2.04 -2.82
H -3.18 -6.88 -2.23
H -0.63 2.57 -3.53
H -0.53 -2.89 -3.22
H -3.35 3.63 2.40
H -6.43 -8.33 0.38
H 0.20 -1.25 -3.82
H -5.59 -7.73 1.82
H 5.40 2.59 3.42
H 3.29 0.79 -2.28
H -4.15 -3.30 -1.34
H 4.32 -1.09 -0.56
H -0.19 1.34 -0.49
H 5.61 4.73 5.26
H -6.39 -5.45 -3.52
H -4.31 1.71 -2.67
H -4.49 1.39 -0.35
H -3.18 -6.92 1.51
H -3.85 -5.71 -3.39
H -5.18 -3.45 1.06
H 3.51 5.30 2.10
H 1.94 -0.23 -1.33
H -6.36 -7.19 -3.85
H 7.54 7.62 2.89
H 4.88 0.73 -0.11
H 0.88 -2.12 -2.20
H -3.59 1.96 1.98
H -2.66 -3.58 -0.42
H -5.02 -9.20 0.98
H -2.65 1.14 -0.08
H 4.59 5.89 0.15
H 8.44 6.98 4.28
H 4.32 4.66 3.50
H -5.09 -0.65 -1.54
H 6.61 1.73 4.29
H 9.15 4.21 4.28
H -2.53 -6.87 -0.15
H -7.36 -6.58 -2.55
H 8.61 2.67 4.92
H 5.84 6.38 5.77
H 5.47 4.36 -0.05
H -2.87 -8.41 0.60
H 4.17 3.66 2.04
H -2.47 3.98 0.01
H -0.80 3.04 -1.04
H -3.02 -4.60 -1.76
H 6.34 5.91 0.03
H 0.19 0.89 -3.32
H -5.48 -0.14 -3.36
H 6.76 1.90 2.53
H -4.08 -7.44 -3.61
H 9.12 2.79 3.21
H -3.57 -3.87 1.67
H 3.53 -0.15 0.88
H -4.41 3.79 0.29
```

Values from the calculation:
* HOMO energy: -7.8 eV
* LUMO: -1.127 eV
* total energy: -74684.8036 eV
* frontier orbital gap: 6.695 eV
* SMILES: CCC(=O)OCC[C@](C#N)([C@H](C#N)CCN)N(C(C)=O)C(C)=O.CN(C)P(=O)(N(C)C)N(C)C.CN(C)P(=O)(N(C)C)N(C)C

Atom charges from the Mulliken analysis, given in e for atoms 1 to 8:
1 P 0.79
2 P 0.78
3 O -0.90
4 O -0.40
5 O -0.88
6 O -0.57
7 O -0.56
8 O -0.52


The records above yield F_max values of 6.2, 12.6 eV Å⁻¹, respectively.